No. 1
Formula: C9H13ClNP
Source: the OMol25 dataset
Level of theory: ωB97M-V/def2-TZVPD

Summary:
- spin multiplicity = 3
- calculated total energy (eV) = -32840.0970
- charge = 0
- expectation value of S² = 2.025
- molar mass (g/mol) = 201.6
- E_LUMO (alpha / beta) (eV) = 0.87 / -1.79
- HOMO-LUMO gap (alpha / beta) (eV) = 6.89 / 7.54

Each line ends with the Löwdin spin population.
Positions of all 25 atoms, in Å:
C (1.58346, 0.90361, -2.82872)  0.04
C (1.71872, -0.48484, -3.06627)  0.32
C (0.53255, 1.38218, -2.12616)  0.25
C (0.74200, -1.36890, -2.72271)  0.11
C (-0.59019, 0.43055, -1.58118)  0.07
C (-0.50513, -1.00983, -2.14427)  0.32
C (-0.47234, 1.06931, 4.11578)  0.00
C (0.08200, -1.14052, 2.04569)  0.00
C (-0.98907, 0.97204, 2.62663)  0.00
N (-0.54345, -0.08650, 1.75623)  0.00
P (-1.99820, -1.81292, -2.13127)  0.65
Cl (-1.44205, -3.71366, -2.15047)  0.16
H (2.46004, 1.60059, -3.10355)  0.00
H (2.44846, -0.88252, -3.75225)  0.02
H (0.59089, 2.33546, -1.80285)  0.02
H (0.74955, -2.32884, -3.17951)  0.00
H (-1.51120, 0.72719, -1.82759)  0.01
H (0.66736, 1.03494, 4.16445)  0.00
H (-0.76595, 1.98253, 4.57076)  0.00
H (-0.68846, 0.29125, 4.79932)  0.00
H (0.38148, -1.38150, 2.98174)  0.00
H (-0.28054, 0.41069, -0.54838)  0.03
H (0.41495, -1.71840, 1.11033)  0.00
H (-1.98489, 0.99064, 2.58933)  0.00
H (-0.59998, 1.79747, 2.20495)  0.00



No. 2
Formula: C9H13CrO5P
Source: the OMol25 dataset
Level of theory: ωB97M-V/def2-TZVPD

Summary:
- spin multiplicity = 5
- calculated total energy (eV) = -57472.3300
- charge = +2
- expectation value of S² = 6.032
- molar mass (g/mol) = 284.2
- E_LUMO (alpha / beta) (eV) = -9.44 / -10.47
- HOMO-LUMO gap (alpha / beta) (eV) = 6.41 / 5.34

Each line ends with the Löwdin spin population.
Positions of all 29 atoms, in Å:
Cr (-0.15749, -2.06848, -0.04350)  3.27
C (-1.88670, -2.57049, 0.27562)  0.14
O (-3.05224, -2.61563, 0.48383)  0.17
C (1.06100, -3.42882, -0.80358)  0.07
O (1.81710, -4.07611, -1.40274)  0.08
C (0.93216, -1.47378, 1.46519)  0.06
O (1.54827, -1.03725, 2.35385)  0.07
C (-0.21078, -1.12818, -1.82711)  0.03
O (-0.35423, -0.24599, -2.57664)  0.04
C (3.39350, 0.60895, -1.17408)  0.01
H (2.82198, 1.27854, -1.83121)  0.00
H (3.58575, 0.91567, -0.13793)  0.00
C (3.73009, -0.62928, -1.56733)  0.00
H (4.22399, -1.34660, -0.86412)  0.00
H (3.25626, -1.06105, -2.50137)  0.00
C (-2.49861, 1.26364, -0.65429)  0.00
P (-1.14790, 1.02128, 0.51073)  0.01
C (-0.43366, 2.66120, 0.89300)  0.00
C (-1.72965, 0.33041, 2.07092)  0.01
O (-0.14385, 0.03949, -0.09169)  0.04
H (-3.24235, 1.96740, -0.26737)  0.00
H (-3.00221, 0.30764, -0.84164)  0.00
H (-2.09694, 1.66158, -1.59395)  0.00
H (-1.20408, 3.38195, 1.22997)  0.00
H (0.29281, 2.58731, 1.72317)  0.00
H (0.03455, 3.10148, -0.00590)  0.00
H (-2.17076, -0.65907, 1.88719)  0.00
H (-0.87730, 0.24195, 2.76185)  0.00
H (-2.48870, 0.97226, 2.52912)  0.00



No. 3
Formula: C9H13EuNO3S
Source: the OMol25 dataset
Level of theory: ωB97M-V/def2-TZVPD

Summary:
- spin multiplicity = 7
- calculated total energy (eV) = -47338.1995
- charge = -1
- expectation value of S² = 12.050
- molar mass (g/mol) = 367.2
- E_LUMO (alpha / beta) (eV) = 2.47 / 2.47
- HOMO-LUMO gap (alpha / beta) (eV) = 4.81 / 4.87

Each line ends with the Löwdin spin population.
Positions of all 28 atoms, in Å:
C (-2.29155, -1.28206, -0.68481)  -0.01
C (-2.57735, 0.04090, -0.24358)  0.00
C (-2.10015, 0.15017, 1.14063)  0.00
C (-1.56636, -1.09559, 1.50640)  -0.01
C (-1.64451, -1.99529, 0.36435)  -0.01
Eu (0.20224, -0.00574, 0.00144)  6.14
C (0.14200, 1.83075, -1.85519)  -0.01
C (0.01873, 0.55093, -2.59839)  0.00
C (-0.74399, 0.05426, -3.65880)  -0.03
N (0.55980, -0.57633, -2.05922)  -0.06
H (-2.12468, 1.06388, 1.72573)  0.00
H (-3.09020, 0.83960, -0.81635)  0.00
H (-1.12012, -1.36216, 2.46374)  0.00
H (-1.27035, -3.00272, 0.31622)  0.00
H (-2.59944, -1.68221, -1.65527)  0.00
H (-0.70239, 2.26043, -1.35561)  0.00
H (0.79076, -1.53311, -2.29805)  0.00
H (1.09985, 2.30849, -1.75217)  0.00
H (-1.38782, 0.58846, -4.26138)  0.00
H (-0.63653, -1.01489, -3.73924)  0.00
C (3.21139, 0.88182, 3.08038)  0.00
S (2.18263, 0.09043, 1.86630)  0.00
O (1.51350, -1.10016, 2.43881)  0.00
O (1.11043, 1.21307, 1.58180)  -0.01
O (2.83411, -0.18912, 0.57901)  0.00
H (3.28304, 0.15606, 3.91559)  0.00
H (2.72622, 1.78364, 3.39417)  0.00
H (4.18073, 1.02648, 2.60349)  0.00



No. 4
Formula: C9H13FeN4O4S5
Source: the OMol25 dataset
Level of theory: ωB97M-V/def2-TZVPD

Summary:
- spin multiplicity = 2
- calculated total energy (eV) = -112260.3917
- charge = 0
- expectation value of S² = 0.957
- molar mass (g/mol) = 457.4
- E_LUMO (alpha / beta) (eV) = -1.31 / -0.36
- HOMO-LUMO gap (alpha / beta) (eV) = 6.68 / 7.60
- ΔE to the lowest compared entry with this formula, charge and spin (kcal per mole) = 0.0

Each line ends with the Löwdin spin population.
Positions of all 36 atoms, in Å:
Fe (-0.05112, -0.13548, -0.14843)  1.05
N (-0.93443, 1.04864, 1.24408)  -0.02
C (-0.39047, 2.41203, 1.02517)  0.00
C (0.01215, 2.59670, -0.43770)  0.01
O (0.12404, 3.69516, -0.93992)  0.02
N (0.23328, 1.40215, -1.04353)  0.00
C (0.67228, 1.28203, -2.41942)  0.00
C (0.68393, -0.20683, -2.76194)  0.00
O (0.85119, -0.60526, -3.88832)  0.00
O (0.46342, -1.00016, -1.72531)  0.00
H (-1.93550, 1.03467, 1.07336)  0.00
H (-0.79877, 0.75108, 2.20418)  0.00
H (0.51170, 2.51827, 1.62791)  0.00
H (-1.09136, 3.19536, 1.30826)  0.00
H (1.67809, 1.68458, -2.56312)  0.00
H (0.01135, 1.81156, -3.10685)  0.00
N (0.04445, -3.50131, 0.17428)  0.00
C (-0.99000, -2.75670, -0.22468)  0.00
N (-1.83635, -3.25388, -1.14687)  0.00
O (-1.24053, -1.64425, 0.32263)  0.00
H (0.33772, -4.29279, -0.37301)  0.00
H (0.77007, -3.03680, 0.70936)  0.00
H (-1.51862, -3.97472, -1.77232)  0.00
H (-2.49159, -2.59290, -1.52843)  0.00
C (4.30065, -2.83695, 2.35266)  0.00
S (3.79237, -3.11436, 0.63703)  0.00
C (3.91500, -1.47648, 0.00920)  -0.01
C (3.04808, -0.47202, 0.23318)  0.00
S (1.61853, -0.54157, 1.24233)  -0.05
S (3.46412, 1.05830, -0.49186)  0.00
C (4.93216, 0.56475, -1.28069)  0.00
S (5.82638, 1.54974, -2.22334)  0.00
S (5.30164, -1.10308, -0.98264)  0.00
H (4.29477, -3.81183, 2.83804)  0.00
H (3.59400, -2.17854, 2.85232)  0.00
H (5.30559, -2.42352, 2.38617)  0.00



No. 5
Formula: C9H13GdNO
Source: the OMol25 dataset
Level of theory: ωB97M-V/def2-TZVPD

Summary:
- spin multiplicity = 8
- calculated total energy (eV) = -33908.8544
- charge = -1
- expectation value of S² = 16.818
- molar mass (g/mol) = 308.5
- E_LUMO (alpha / beta) (eV) = 3.15 / 3.24
- HOMO-LUMO gap (alpha / beta) (eV) = 6.20 / 5.48
- ΔE to the lowest compared entry with this formula, charge and spin (kcal per mole) = 71.6

Each line ends with the Löwdin spin population.
Positions of all 25 atoms, in Å:
C (-0.70113, 0.84806, -2.18836)  -0.01
C (0.69114, 0.96247, -1.93307)  -0.01
C (0.86366, 1.83118, -0.82824)  -0.01
C (-0.41489, 2.26740, -0.41258)  -0.02
C (-1.37800, 1.66410, -1.25082)  -0.01
Gd (-0.28463, -0.47851, 0.05942)  6.63
N (-2.41903, -1.16540, -0.11251)  0.82
C (-0.23503, -2.31879, -0.73245)  -0.16
C (1.10053, -2.01871, -0.94780)  -0.30
H (1.83593, 2.17055, -0.40696)  0.00
H (1.50765, 0.51430, -2.53894)  0.00
H (-0.61128, 3.01472, 0.39133)  0.00
H (-2.47527, 1.85172, -1.22945)  0.00
H (-1.16330, 0.31817, -3.04963)  0.00
H (1.40354, -1.91247, -2.03516)  -0.02
H (-0.43509, -3.04392, 0.10911)  -0.02
H (-3.03901, -2.10490, -0.14579)  0.02
H (1.81108, -2.51542, -0.19931)  -0.02
H (-0.74594, -2.62010, -1.68501)  -0.01
C (0.50671, 0.57750, 3.57449)  0.02
C (1.03370, 0.12075, 2.24570)  0.08
O (2.10673, -0.00299, 1.70867)  0.02
H (-0.58918, 0.69455, 3.43018)  0.00
H (0.95218, 1.55201, 3.84782)  0.00
H (0.67892, -0.20626, 4.32936)  0.00



No. 6
Formula: C9H13INO
Source: the OMol25 dataset
Level of theory: ωB97M-V/def2-TZVPD

Summary:
- spin multiplicity = 3
- calculated total energy (eV) = -21170.1766
- charge = +1
- expectation value of S² = 2.046
- molar mass (g/mol) = 278.1
- E_LUMO (alpha / beta) (eV) = -4.00 / -5.93
- HOMO-LUMO gap (alpha / beta) (eV) = 6.68 / 7.30

Each line ends with the Löwdin spin population.
Positions of all 25 atoms, in Å:
C (-2.57270, 2.33842, 0.36914)  0.18
C (-1.17620, 2.61680, 0.45608)  -0.02
C (-2.92877, 1.09575, -0.13935)  -0.01
C (-0.34342, 1.90152, -0.36307)  0.12
C (-2.04113, 0.33741, -0.86545)  0.13
C (2.61086, -2.32736, 1.22182)  0.05
C (-0.00330, 0.18794, -1.91913)  0.52
C (1.95119, -1.02973, 0.55166)  0.06
C (0.81375, -1.55175, -0.24945)  0.67
N (-0.81914, 0.82492, -1.10000)  0.06
O (1.43001, 0.01875, 1.27623)  0.01
I (-0.87090, -2.02504, 0.85346)  0.12
H (-3.31231, 2.79689, 1.08674)  0.01
H (-0.74733, 3.51996, 0.79314)  0.00
H (-3.90890, 0.82707, 0.07204)  0.00
H (0.67338, 2.16622, -0.48592)  0.00
H (-2.45795, -0.62674, -1.37760)  0.00
H (1.97590, -3.21313, 1.07983)  0.00
H (3.52490, -2.61117, 0.61854)  0.00
H (3.04451, -2.06272, 2.20038)  0.01
H (1.00011, 0.62921, -2.10927)  0.02
H (-0.27397, -0.60234, -2.57653)  0.02
H (2.59803, -0.58899, -0.22076)  0.01
H (0.94071, -2.16777, -1.11381)  0.03
H (0.89265, -0.45411, 1.94128)  0.00



No. 7
Formula: C9H13N3
Source: the OMol25 dataset
Level of theory: ωB97M-V/def2-TZVPD

Summary:
- calculated total energy (eV) = -13986.1767
- charge = +2
- molar mass (g/mol) = 163.2
- E_LUMO (alpha / beta) (eV) = -10.91 / -10.91
- HOMO-LUMO gap (alpha / beta) (eV) = 6.40 / 6.40
- ΔE to the lowest compared entry with this formula, charge and spin (kcal per mole) = 265.1

Each line ends with the Löwdin charge.
Positions of all 25 atoms, in Å:
C (2.22534, 1.08571, -1.21591)  0.09
C (2.31007, 1.60319, 0.16010)  -0.04
C (-2.15500, -0.92034, 0.00260)  -0.03
C (-1.43228, -1.65750, -1.16245)  -0.06
C (1.14265, 1.13657, 1.10651)  -0.01
C (-1.25134, -0.04338, 1.01203)  0.02
C (-0.20864, 0.34533, -1.97131)  -0.01
C (0.42861, -0.90204, -0.16501)  0.07
C (-0.16024, 1.24887, -0.75644)  -0.02
N (-0.11576, -1.04541, -1.38211)  0.04
N (0.99526, 0.99057, -1.59265)  0.07
N (0.08658, 0.35174, 0.37067)  -0.20
H (2.86618, 0.77988, -1.98993)  0.16
H (3.30939, 1.47655, 0.46395)  0.13
H (2.30283, 2.63842, 0.24260)  0.13
H (-2.78070, -0.21943, -0.36525)  0.09
H (-2.71371, -1.55525, 0.55071)  0.10
H (-1.16832, -2.75577, -0.92574)  0.18
H (-2.06234, -1.67757, -1.99476)  0.13
H (1.63959, 0.58294, 1.77009)  0.09
H (0.74479, 2.10133, 1.67279)  0.21
H (-1.63195, 0.90593, 1.36346)  0.15
H (-0.88234, -0.49337, 2.00926)  0.18
H (-0.76026, 0.32728, -2.82261)  0.15
H (0.49456, -2.18812, 0.61486)  0.36



No. 8
Formula: C9H13N3O2S
Source: the OMol25 dataset
Level of theory: ωB97M-V/def2-TZVPD

Summary:
- spin multiplicity = 3
- calculated total energy (eV) = -28937.8244
- charge = 0
- expectation value of S² = 2.008
- molar mass (g/mol) = 227.3
- E_LUMO (alpha / beta) (eV) = 0.62 / -1.54
- HOMO-LUMO gap (alpha / beta) (eV) = 5.99 / 7.57
- ΔE to the lowest compared entry with this formula, charge and spin (kcal per mole) = 0.0

Each line ends with the Löwdin spin population.
Positions of all 28 atoms, in Å:
C (-1.06002, 1.40695, 2.79539)  0.00
C (0.22763, 1.73857, 2.43121)  0.00
C (-1.77818, 0.53240, 2.04689)  0.00
C (0.70335, 1.33269, 1.28645)  0.02
C (-1.29691, 0.12257, 0.77016)  0.01
C (0.01098, 0.53862, 0.40505)  0.06
C (-2.14300, -0.75571, -0.20097)  0.00
C (-1.25131, -1.73350, -1.01304)  0.12
C (0.44729, 0.36558, -0.97092)  0.53
N (-0.61627, -1.00133, -2.01431)  0.87
N (0.42547, 1.54345, -1.69800)  0.15
N (2.33754, -1.59561, -0.15963)  0.00
O (2.25605, -0.90236, -2.52538)  0.00
O (3.09341, 0.67226, -0.66939)  0.05
S (2.20305, -0.30188, -1.18004)  0.05
H (-1.50616, 1.71827, 3.74050)  0.00
H (0.81312, 2.41010, 3.02515)  0.00
H (-2.76704, 0.35335, 2.40794)  0.00
H (1.67741, 1.58543, 0.94218)  0.00
H (-2.87180, -1.22646, 0.35836)  0.00
H (-2.60928, 0.01227, -0.98833)  0.00
H (-0.42593, -2.20890, -0.44603)  0.03
H (-1.76396, -2.59028, -1.63680)  0.05
H (0.15611, -1.50930, -2.46523)  0.02
H (-0.38672, 1.96547, -1.36304)  0.01
H (0.60172, 1.46172, -2.70979)  0.02
H (2.31421, -2.36269, -0.69085)  0.00
H (3.20923, -1.57168, 0.52247)  0.00



No. 9
Formula: C9H13N5S
Source: the OMol25 dataset
Level of theory: ωB97M-V/def2-TZVPD

Summary:
- calculated total energy (eV) = -27824.5962
- charge = 0
- molar mass (g/mol) = 223.3
- E_LUMO (alpha / beta) (eV) = -0.13 / -0.13
- HOMO-LUMO gap (alpha / beta) (eV) = 8.30 / 8.30
- ΔE to the lowest compared entry with this formula, charge and spin (kcal per mole) = 53.7

Each line ends with the Löwdin charge.
Positions of all 28 atoms, in Å:
C (-1.56664, 2.60599, -0.53617)  -0.19
C (-1.43074, -1.88898, -1.68407)  -0.10
C (-1.45130, -1.75189, 0.54827)  -0.19
C (-3.50409, 2.67103, 0.50336)  -0.43
C (-1.61280, 1.26306, -0.17668)  -0.62
C (2.47617, -0.40102, -1.16957)  -0.05
C (2.81413, -0.61667, 1.35409)  -0.08
C (0.90038, 0.51019, 0.58203)  0.05
C (1.80357, -0.65684, 0.19238)  -0.44
N (-2.62995, 3.35336, -0.16107)  -0.03
N (-1.73711, -3.02430, -1.14874)  -0.02
N (-1.76811, -2.95880, 0.18624)  -0.01
N (-1.19142, -0.95762, -0.61624)  -0.08
N (-0.71696, 0.35655, -0.58360)  -0.02
S (-2.95491, 1.01650, 0.93088)  1.00
H (-0.67108, 3.01149, -1.02875)  0.11
H (-1.19765, -1.71903, -2.72792)  0.12
H (-1.38476, -1.52017, 1.61254)  0.12
H (-4.24811, 3.03969, 1.15684)  0.05
H (2.79406, -1.43155, -1.43629)  0.10
H (1.95673, 0.09479, -1.86636)  0.02
H (3.36560, 0.25330, -0.89420)  0.10
H (2.32697, -0.99810, 2.28961)  0.10
H (3.09664, 0.40138, 1.45111)  0.07
H (3.69800, -1.16390, 1.25480)  0.06
H (0.61216, 0.48953, 1.62968)  0.09
H (1.02147, 1.62893, 0.18654)  0.15
H (1.19974, -1.60694, 0.15129)  0.14



Please write out number 6 again, unchanged.
Formula: C9H13INO
Source: the OMol25 dataset
Level of theory: ωB97M-V/def2-TZVPD

Summary:
- spin multiplicity = 3
- calculated total energy (eV) = -21170.1766
- charge = +1
- expectation value of S² = 2.046
- molar mass (g/mol) = 278.1
- E_LUMO (alpha / beta) (eV) = -4.00 / -5.93
- HOMO-LUMO gap (alpha / beta) (eV) = 6.68 / 7.30

Each line ends with the Löwdin spin population.
Positions of all 25 atoms, in Å:
C (-2.57270, 2.33842, 0.36914)  0.18
C (-1.17620, 2.61680, 0.45608)  -0.02
C (-2.92877, 1.09575, -0.13935)  -0.01
C (-0.34342, 1.90152, -0.36307)  0.12
C (-2.04113, 0.33741, -0.86545)  0.13
C (2.61086, -2.32736, 1.22182)  0.05
C (-0.00330, 0.18794, -1.91913)  0.52
C (1.95119, -1.02973, 0.55166)  0.06
C (0.81375, -1.55175, -0.24945)  0.67
N (-0.81914, 0.82492, -1.10000)  0.06
O (1.43001, 0.01875, 1.27623)  0.01
I (-0.87090, -2.02504, 0.85346)  0.12
H (-3.31231, 2.79689, 1.08674)  0.01
H (-0.74733, 3.51996, 0.79314)  0.00
H (-3.90890, 0.82707, 0.07204)  0.00
H (0.67338, 2.16622, -0.48592)  0.00
H (-2.45795, -0.62674, -1.37760)  0.00
H (1.97590, -3.21313, 1.07983)  0.00
H (3.52490, -2.61117, 0.61854)  0.00
H (3.04451, -2.06272, 2.20038)  0.01
H (1.00011, 0.62921, -2.10927)  0.02
H (-0.27397, -0.60234, -2.57653)  0.02
H (2.59803, -0.58899, -0.22076)  0.01
H (0.94071, -2.16777, -1.11381)  0.03
H (0.89265, -0.45411, 1.94128)  0.00